Below is a molecular structure, C34H50LuP2 at a distorted geometry, with properties calculated with ωB97M-V with the def2-TZVPD basis set.

The geometry in XYZ format:
```
87
C34H50LuP2 (ωB97M-V with the def2-TZVPD basis set)
Lu -0.588 0.365 -1.877
P 2.340 1.843 -1.141
P -2.773 0.063 -3.261
C -1.799 -1.550 -2.996
C 1.166 -3.050 -1.376
C -0.746 -2.004 0.026
C 0.892 -0.257 -4.537
C -1.931 1.132 -5.329
C 2.841 -0.995 0.257
C -2.048 -0.227 -5.110
C 0.378 -1.120 -5.658
C -1.125 -1.258 -5.833
C -2.413 2.806 -0.460
C 1.151 1.058 -4.721
C -1.820 -2.967 -0.352
C 0.503 2.024 -5.649
C -2.507 4.254 -0.566
C 3.673 1.415 -2.349
C 2.928 3.477 -0.600
C 1.364 -1.143 0.340
C -0.660 2.266 -2.812
C 0.593 2.768 -2.255
C -1.760 2.900 1.823
C -0.931 1.740 -6.204
C -1.976 4.371 1.844
C -0.817 -1.067 1.081
C -2.263 5.008 0.591
C -1.607 2.972 4.310
C 0.518 -0.618 1.350
C -4.522 0.315 -3.629
C 1.014 0.257 2.443
C -1.818 4.361 4.282
C 0.587 -2.011 -0.486
C -2.061 -0.840 1.850
C -1.547 2.283 3.087
C -1.943 5.059 3.087
C -1.812 2.171 0.587
H -1.362 2.725 -6.454
H -4.960 -0.697 -3.643
H 1.687 -3.851 -0.806
H -1.417 2.967 -3.197
H 3.489 3.964 -1.411
H -2.289 6.108 0.564
H 0.530 0.039 3.410
H 1.229 3.153 -3.072
H -3.047 -0.739 -5.017
H -1.403 -1.214 -6.894
H 1.888 -2.613 -2.080
H -2.009 6.159 3.028
H -2.856 -1.574 1.614
H -2.816 4.715 -1.510
H 2.049 4.077 -0.322
H 0.795 1.313 2.202
H -1.871 4.916 5.211
H 4.114 2.353 -2.756
H -2.432 0.136 1.510
H -1.452 -3.755 -1.018
H 3.237 -1.453 -0.655
H 1.423 -0.827 -3.782
H 3.113 0.072 0.206
H -0.908 -1.663 -2.330
H 0.345 3.501 -1.471
H -0.865 1.155 -7.133
H -4.572 0.821 -4.622
H 4.482 0.833 -1.853
H -2.238 -3.430 0.549
H 0.396 -3.543 -1.980
H -1.933 -0.814 2.946
H 3.368 -1.435 1.119
H 0.750 -0.740 -6.619
H -0.591 1.364 -3.539
H -2.660 1.828 -4.842
H 1.995 1.501 -4.218
H -1.269 -1.959 -3.871
H -2.599 -2.242 -2.697
H -2.760 2.193 -1.297
H -1.480 2.438 5.256
H 3.298 0.778 -3.175
H 0.798 -2.142 -5.566
H 2.106 0.174 2.588
H -4.958 0.957 -2.844
H 1.133 2.175 -6.548
H -1.377 1.207 3.106
H 3.586 3.366 0.280
H -1.470 -2.254 -5.535
H -2.661 -2.478 -0.864
H 0.449 2.975 -5.086
```

LUMO energy (alpha / beta) = -5.311 / -5.324 eV
Net charge = +1